1.
The following is a DFT calculation (ωB97M-V with the def2-TZVPD basis set) of a 2-piece molecular cluster, C3H10S3 overall in a non-equilibrium geometry.

```
16
Properties=species:S:1:pos:R:3:forces:R:3
C 2.5899 -1.8237 -1.1782 0.34 -0.30 0.97
C 2.2190 -2.7201 -0.0043 -0.37 -0.49 0.44
S 2.6838 -4.4794 -0.1267 0.31 -0.21 0.00
H 3.6567 -1.6243 -1.0849 0.06 0.08 -0.37
H 2.0582 -0.8822 -1.0502 -0.04 0.04 -0.39
H 2.3921 -2.3111 -2.1287 -0.18 0.22 -0.10
H 2.7138 -2.4173 0.9193 0.17 0.23 -0.14
H 1.1624 -2.7112 0.2608 -0.13 0.17 -0.43
H 2.7427 -4.6525 -1.4553 -0.15 0.26 0.00
C -3.6064 2.5606 0.6948 -0.50 0.46 1.14
S -2.8482 3.4846 2.0703 0.90 0.21 -1.00
S -1.6612 4.7731 0.8680 -0.83 -0.39 0.87
H -4.3288 1.9354 1.2110 -0.09 -0.43 -0.14
H -2.8901 1.9774 0.1355 0.06 0.03 -0.16
H -4.1784 3.2833 0.1240 0.15 -0.14 -0.45
H -2.7056 5.6073 0.7447 0.30 0.26 -0.26
```
Forces are in eV/Å.

Its structure (SMILES) is CCS.CSS. As for the HOMO energy: -8.940 eV.

---

2.
The following is a DFT calculation (ωB97M-V with the def2-TZVPD basis set) of a 2-piece molecular cluster, C3H10S3 overall in a non-equilibrium geometry.

```
16
Properties=species:S:1:pos:R:3:forces:R:3
C -2.4126 -0.7608 -0.6960 0.39 -0.85 0.13
C -2.2126 0.4630 0.1662 -0.81 0.77 0.77
S -2.0650 2.0245 -0.8265 0.70 -0.59 0.44
H -2.9636 -0.4590 -1.5882 -0.48 -0.43 0.21
H -1.5189 -1.2712 -1.0888 0.16 0.62 0.25
H -2.8934 -1.5484 -0.0752 -0.21 0.52 -0.68
H -1.4445 0.3865 0.9584 -0.06 0.07 -0.81
H -3.1483 0.6608 0.7188 0.34 -0.44 -0.13
H -1.2290 2.5629 0.0692 0.02 0.32 -0.20
C 0.6907 -1.6500 1.5796 1.42 -1.02 -1.22
S 2.3125 -1.4412 0.5137 -2.11 1.51 0.82
S 1.8872 0.4925 -0.2570 0.11 -1.03 0.16
H -0.0193 -2.1530 0.9144 0.12 0.12 0.22
H 1.0888 -2.3625 2.2969 -0.49 -0.03 0.36
H 0.2005 -0.7962 2.0501 0.80 0.21 -0.19
H 0.8517 0.0610 -0.9991 0.09 0.24 -0.14
```
Forces are in eV/Å.

Its structure (SMILES) is CCS.CSS. As for the HOMO energy: -8.991 eV.

---

3.
The following is a DFT calculation (ωB97M-V with the def2-TZVPD basis set) of a 2-piece molecular cluster, C3H10S3 overall in a non-equilibrium geometry.

```
16
Properties=species:S:1:pos:R:3:forces:R:3
C 5.6548 2.0001 -1.2085 -0.93 -0.55 -1.05
C 4.2433 1.4665 -1.5155 0.55 0.37 -0.56
S 4.0809 -0.3040 -1.1120 -0.77 0.53 0.37
H 6.3360 1.2567 -1.6193 0.37 -0.08 0.58
H 5.8144 2.8476 -1.8793 0.06 0.51 0.71
H 5.7511 2.1711 -0.1426 0.54 0.19 -0.08
H 4.0768 1.6558 -2.5806 -0.21 -0.45 0.06
H 3.4740 2.0474 -1.0139 -0.10 -0.26 0.33
H 5.1000 -0.6703 -1.8595 0.48 -0.25 -0.36
C -4.7056 0.7728 0.5080 -0.94 -0.57 -0.83
S -3.7165 -0.1196 1.7394 0.49 -0.12 -0.46
S -3.2310 -1.8564 0.6829 -0.22 0.50 0.41
H -4.5051 0.3851 -0.4924 0.27 -0.10 0.18
H -5.7411 0.5052 0.7048 -0.16 0.22 0.00
H -4.6458 1.8554 0.4065 0.51 0.02 0.71
H -2.0662 -1.4489 0.1594 0.06 0.05 -0.01
```
Forces are in eV/Å.

Its structure (SMILES) is CCS.CSS. As for the HOMO energy: -9.063 eV.

---

4.
The following is a DFT calculation (ωB97M-V with the def2-TZVPD basis set) of a 2-piece molecular cluster, C3H11BN2O overall in a non-equilibrium geometry.

```
18
Properties=species:S:1:pos:R:3:forces:R:3
B -0.7677 -0.2547 -0.1601 0.13 -2.44 -0.69
C 2.0172 -2.0533 1.5023 1.10 0.13 0.71
C -1.2633 0.8398 -2.4143 -2.18 2.57 3.76
C -0.2845 1.9938 0.8825 -0.13 0.48 -0.34
N 0.7019 -2.5911 1.2497 -0.62 0.51 -0.21
N -0.8978 -0.2715 -1.5398 -1.20 -0.75 -2.83
O -0.6294 0.5818 0.8184 0.33 2.30 1.26
H 2.6613 -2.9267 1.9576 -0.71 1.50 -1.43
H 2.4613 -1.4585 0.6432 -0.24 -1.71 0.31
H 2.1132 -1.2650 2.2492 -0.53 0.02 0.67
H -2.3490 0.9626 -2.6349 0.33 -0.68 0.41
H -1.0587 1.7834 -1.8484 0.07 -0.53 -0.62
H -0.8358 0.9356 -3.3282 2.05 -0.36 -2.61
H 0.2041 2.3669 -0.0639 0.22 -0.70 1.25
H 0.2563 2.1300 1.8505 0.03 -0.03 -1.21
H -1.1666 2.6479 0.9402 -0.21 -0.61 0.16
H 0.0406 -2.3248 2.0040 0.63 -0.08 -0.41
H -1.2031 -1.0961 -2.1081 0.95 0.39 1.82
```
Forces are in eV/Å.

As for the HOMO energy (spin up / spin down): -8.890 / -6.313 eV.